9
Properties=species:S:1:pos:R:3:mulliken_charge:R:1 method="wB97M-V/def2-TZVPD" lumo_ha=0.033 molar_mass_g_mol=59.068 homo_lumo_gap_ev=10.206 e_tot_ha=-209.04190 smiles=C#C.NO relative_energy_ev=4.910 multiplicity=1 e_homo_ev=-9.30
C -2.04029 0.59246 -0.04503 -0.421
C -2.43921 -0.53982 0.02372 -0.332
H -1.82256 1.62278 -0.09198 0.376
H -2.71804 -1.54690 0.10324 0.385
N 1.06490 0.10139 -0.08942 -0.386
O 2.45339 -0.20207 -0.09884 -0.398
H 0.59081 -0.69418 0.34761 0.250
H 0.90986 0.88441 0.54629 0.223
H 2.83544 0.32485 0.63937 0.302



49
Properties=species:S:1:pos:R:3:mulliken_charge:R:1 method="wB97M-V/def2-TZVPD" lumo_ha=0.025 molar_mass_g_mol=338.473 homo_lumo_gap_ev=9.262 e_tot_ha=-1396.81080 smiles="Cc1ccc(CS(=O)(=O)CCC(=O)NCCN2CCCC2)cc1" relative_energy_ev=1.358 multiplicity=1 e_homo_ev=-8.57
C -4.49753 -1.29201 1.90061 -1.518
C -3.03456 -1.51827 1.66606 1.021
C -2.18144 -1.79597 2.72833 -0.738
C -0.83667 -2.03049 2.51543 -0.413
C -0.31067 -1.98679 1.22884 0.180
C 1.14546 -2.18603 1.00749 -1.154
S 1.98466 -0.66157 1.57852 1.247
O 2.08267 -0.71033 3.01415 -0.724
O 1.32803 0.49455 1.01950 -0.619
C 3.70321 -0.73081 0.90556 -0.990
C 3.83007 0.29749 -0.20013 -0.464
C 2.69941 0.06306 -1.19991 0.350
O 2.35507 -1.06160 -1.51108 -0.682
N 2.17926 1.17655 -1.74508 -0.087
C 0.94257 1.15582 -2.49570 -0.788
C -0.20196 1.72721 -1.64977 -0.340
N -1.48953 1.45803 -2.26464 0.033
C -2.60949 1.63165 -1.35410 -0.568
C -2.95527 3.13466 -1.35907 -0.735
C -2.46967 3.61491 -2.73522 -0.579
C -1.81402 2.36081 -3.35912 -0.817
C -1.15444 -1.69137 0.16617 -0.125
C -2.50241 -1.47285 0.38409 -0.819
H -5.02108 -2.24797 1.93878 0.305
H -4.66310 -0.78223 2.84708 0.377
H -4.93225 -0.70008 1.09875 0.324
H -2.57679 -1.82711 3.73359 0.396
H -0.18123 -2.23296 3.34899 0.394
H 1.56750 -2.98301 1.61319 0.556
H 1.39431 -2.29280 -0.04409 0.558
H 4.37137 -0.54413 1.74059 0.490
H 3.83725 -1.74005 0.52708 0.400
H 3.76255 1.30145 0.21705 0.396
H 4.78819 0.18684 -0.71489 0.350
H 2.41068 2.06179 -1.32102 0.272
H 1.08094 1.72580 -3.41938 0.231
H 0.72832 0.11675 -2.74884 0.330
H -0.16889 1.22790 -0.67783 0.329
H -0.02534 2.80356 -1.48523 0.265
H -3.44969 1.05980 -1.75984 0.329
H -2.37013 1.25043 -0.36304 0.339
H -2.42322 3.64428 -0.55610 0.280
H -4.02148 3.29841 -1.21573 0.399
H -3.28725 3.97651 -3.35611 0.361
H -1.74307 4.42119 -2.63644 0.248
H -2.53281 1.84810 -4.00452 0.385
H -0.93229 2.59724 -3.95149 0.288
H -0.75420 -1.63316 -0.83477 0.314
H -3.14790 -1.26008 -0.45532 0.413



15
Properties=species:S:1:pos:R:3:mulliken_charge:R:1 method="wB97M-V/def2-TZVPD" lumo_ha=-0.331 molar_mass_g_mol=109.132 total_charge=+2 homo_lumo_gap_ev=8.880 e_tot_ha=-358.18402 relative_energy_ev=0.707 multiplicity=1 e_homo_ev=-17.89
C 3.55309 0.33713 -0.20071 0.894
C -2.92122 0.16714 -0.10980 0.349
C 1.49834 -0.69023 0.54762 0.584
C 4.72375 0.82549 -0.43799 -0.874
C -4.16955 -0.00949 -0.52374 -0.779
N -1.83623 0.15727 0.32631 0.031
N 2.43751 -0.07731 0.06852 -0.115
N 0.52779 -1.17481 1.05106 -0.391
H 5.56699 1.16886 0.14776 0.324
H 5.08474 0.86716 -1.43293 0.293
H -4.82798 -0.30722 0.24051 0.335
H -4.24886 -0.70123 -1.47224 0.354
H -4.53647 0.97269 -0.86906 0.335
H 0.30517 -1.94858 1.70405 0.311
H -1.15707 0.41312 0.96063 0.348